Record 1
Here is a 5-piece molecular cluster, C34H68F4N3O9S4 overall at a distorted geometry from the Open Molecules 2025 dataset. Energies are from ωB97M-V/def2-TZVPD.

Last columns: bonded neighbours and bond lengths (Å).
Element x y z (Å)
1 C 1.33252 0.41297 0.18406  C2 1.506, H27 1.082, H28 1.086, H29 1.086
2 C 0.39492 1.31519 -0.57399  C1 1.506, N3 1.519, H30 1.087, H31 1.089
3 N 1.19352 2.37231 -1.31629  C2 1.519, C4 1.364, H32 1.016
4 C 0.42241 2.98938 -2.25711  N3 1.364, N5 1.402, N12 1.295
5 N 0.20416 2.38850 -3.50484  C4 1.402, C6 1.455, H33 1.016
6 C 1.36849 2.39652 -4.37680  N5 1.455, F7 1.333, F8 1.352, C9 1.573
7 F 1.92690 1.18758 -4.44129  C6 1.333
8 F 2.27160 3.24718 -3.84072  C6 1.352
9 C 1.02158 2.90794 -5.82309  C6 1.573, F10 1.333, F11 1.349, H34 1.089
10 F 1.11564 1.89994 -6.69092  C9 1.333
11 F 1.91262 3.85854 -6.17433  C9 1.349
12 N -0.12167 4.14202 -2.02600  C4 1.295, C13 1.464, H35 1.011
13 C -0.92942 4.93383 -2.95550  N12 1.464, C14 1.527, H36 1.086, H37 1.082
14 C -0.04144 5.87087 -3.77143  C13 1.527, C15 1.527, H38 1.087, H39 1.090
15 C 0.57952 6.99266 -2.94213  C14 1.527, C16 1.544, H40 1.089, H41 1.090
16 C 1.48192 7.89640 -3.81063  C15 1.544, C17 1.535, H42 1.091, H43 1.086
17 C 2.92627 7.92327 -3.29091  C16 1.535, C18 1.546, H44 1.084, H45 1.090
18 C 3.53835 6.50549 -3.35623  C17 1.546, C19 1.532, H46 1.091, H47 1.089
19 C 4.97749 6.45698 -3.87834  C18 1.532, C20 1.528, H48 1.087, H49 1.089
20 C 5.58334 5.10393 -3.50644  C19 1.528, C21 1.525, H50 1.088, H51 1.094
21 C 6.87995 4.78753 -4.24505  C20 1.525, C22 1.550, H52 1.087, H53 1.091
22 C 7.60780 3.49695 -3.78835  C21 1.550, C23 1.525, H54 1.089, H55 1.087
23 C 6.79605 2.53954 -2.92150  C22 1.525, C24 1.542, H56 1.088, H57 1.085
24 C 5.70056 1.77985 -3.69721  C23 1.542, O25 1.415, H58 1.091, H59 1.092
25 O 6.02249 0.40311 -3.76442  C24 1.415, C26 1.412
26 C 5.82039 -0.21462 -5.01841  O25 1.412, H60 1.090, H61 1.089, H62 1.090
27 H 0.75657 -0.33505 0.71373  C1 1.082
28 H 1.93139 0.99258 0.88068  C1 1.086
29 H 2.03419 -0.05659 -0.49851  C1 1.086
30 H -0.19439 0.77062 -1.30738  C2 1.087
31 H -0.28392 1.84376 0.09296  C2 1.089
32 H 1.52563 3.06646 -0.65352  N3 1.016
33 H -0.15129 1.44231 -3.40446  N5 1.016
34 H 0.03424 3.36807 -5.82790  C9 1.089
35 H 0.04644 4.54700 -1.11507  N12 1.011
36 H -1.66755 5.49854 -2.39402  C13 1.086
37 H -1.47430 4.28067 -3.62494  C13 1.082
38 H -0.57336 6.27468 -4.62852  C14 1.087
39 H 0.78032 5.27313 -4.16670  C14 1.090
40 H -0.23538 7.57388 -2.51291  C15 1.089
41 H 1.16731 6.57741 -2.12332  C15 1.090
42 H 1.51496 7.45843 -4.80971  C16 1.091
43 H 1.05425 8.89226 -3.87254  C16 1.086
44 H 3.52051 8.65736 -3.82389  C17 1.084
45 H 2.85570 8.20155 -2.23907  C17 1.090
46 H 3.52585 6.05320 -2.36318  C18 1.091
47 H 2.91705 5.88320 -3.99896  C18 1.089
48 H 5.57020 7.26585 -3.45966  C19 1.087
49 H 4.92439 6.51303 -4.96451  C19 1.089
50 H 5.68718 5.02158 -2.42623  C20 1.088
51 H 4.84470 4.34857 -3.78952  C20 1.094
52 H 7.53335 5.65562 -4.20651  C21 1.087
53 H 6.61222 4.65764 -5.29453  C21 1.091
54 H 8.48502 3.78579 -3.21222  C22 1.089
55 H 7.96171 2.96054 -4.66508  C22 1.087
56 H 7.48409 1.78085 -2.55466  C23 1.088
57 H 6.37220 3.01004 -2.03996  C23 1.085
58 H 5.61955 2.23455 -4.68560  C24 1.091
59 H 4.76322 1.87950 -3.14502  C24 1.092
60 H 6.77710 -0.58624 -5.38487  C26 1.090
61 H 5.39040 0.45239 -5.76419  C26 1.089
62 H 5.16220 -1.07994 -4.93573  C26 1.090
63 C -3.82715 -0.35093 -2.46754  C64 1.534, C69 1.527, H70 1.089, H71 1.093
64 C -4.84657 -1.21846 -1.71835  C63 1.534, C65 1.534, H72 1.092, H73 1.088
65 C -4.32201 -1.41526 -0.29019  C64 1.534, S66 1.792, H74 1.086, H75 1.089
66 S -3.32743 0.02732 0.08300  C65 1.792, O67 1.445, O68 1.439, C69 1.795
67 O -1.95142 -0.38149 0.25223  S66 1.445
68 O -3.98206 0.84180 1.07289  S66 1.439
69 C -3.49691 0.80430 -1.52593  C63 1.527, S66 1.795, H76 1.090, H77 1.090
70 H -4.22042 0.00795 -3.41783  C63 1.089
71 H -2.92630 -0.93473 -2.67374  C63 1.093
72 H -5.81000 -0.70588 -1.69182  C64 1.092
73 H -4.99989 -2.17679 -2.20998  C64 1.088
74 H -5.12742 -1.48261 0.43478  C65 1.086
75 H -3.68136 -2.29208 -0.21065  C65 1.089
76 H -2.57326 1.32556 -1.77587  C69 1.090
77 H -4.32109 1.51421 -1.46184  C69 1.090
78 C -6.95971 -3.90856 3.67158  C79 1.536, C84 1.525, H85 1.089, H86 1.092
79 C -6.12905 -5.07093 4.23481  C78 1.536, C80 1.531, H87 1.087, H88 1.083
80 C -5.47914 -5.78214 3.04475  C79 1.531, S81 1.794, H89 1.087, H90 1.089
81 S -5.28178 -4.54431 1.76093  C80 1.794, O82 1.443, O83 1.446, C84 1.792
82 O -6.11800 -4.88922 0.63675  S81 1.443
83 O -3.88091 -4.23766 1.57522  S81 1.446
84 C -6.06291 -3.20485 2.65851  C78 1.525, S81 1.792, H91 1.088, H92 1.090
85 H -7.28505 -3.22649 4.45561  C78 1.089
86 H -7.85039 -4.29543 3.17108  C78 1.092
87 H -5.35744 -4.68135 4.89434  C79 1.087
88 H -6.73698 -5.75771 4.81143  C79 1.083
89 H -4.50250 -6.18780 3.29493  C80 1.087
90 H -6.11727 -6.56937 2.64670  C80 1.089
91 H -6.60652 -2.56950 1.96190  C84 1.088
92 H -5.27474 -2.63574 3.15201  C84 1.090
93 C -3.93386 -9.34965 7.81159  C94 1.534, C99 1.526, H100 1.089, H101 1.092
94 C -4.87200 -8.86202 8.92352  C93 1.534, C95 1.534, H102 1.091, H103 1.089
95 C -5.54033 -7.57333 8.42684  C94 1.534, S96 1.796, H104 1.087, H105 1.088
96 S -5.59566 -7.69940 6.63585  C95 1.796, O97 1.444, O98 1.441, C99 1.788
97 O -4.74309 -6.67536 6.08036  S96 1.444
98 O -6.95947 -7.85736 6.19677  S96 1.441
99 C -4.74041 -9.26562 6.51935  C93 1.526, S96 1.788, H106 1.088, H107 1.090
100 H -3.58131 -10.36318 7.99415  C93 1.089
101 H -3.06144 -8.69562 7.74906  C93 1.092
102 H -5.63263 -9.62038 9.11727  C94 1.091
103 H -4.33759 -8.68971 9.85608  C94 1.089
104 H -6.55496 -7.46245 8.80066  C95 1.087
105 H -4.95441 -6.69088 8.67636  C95 1.088
106 H -4.12902 -9.27678 5.62000  C99 1.088
107 H -5.49636 -10.04877 6.46995  C99 1.090
108 C 2.51603 -3.65773 4.11335  C109 1.535, C114 1.525, H115 1.089, H116 1.092
109 C 1.65097 -2.56968 4.76348  C108 1.535, C110 1.534, H117 1.092, H118 1.089
110 C 2.51834 -1.31038 4.89107  C109 1.534, S111 1.798, H119 1.087, H120 1.088
111 S 3.72507 -1.39815 3.56164  C110 1.798, O112 1.438, O113 1.444, C114 1.789
112 O 5.03714 -1.53474 4.13449  S111 1.438
113 O 3.44331 -0.37528 2.58234  S111 1.444
114 C 3.20583 -2.98921 2.92857  C108 1.525, S111 1.789, H121 1.087, H122 1.090
115 H 1.92089 -4.51239 3.79614  C108 1.089
116 H 3.26312 -4.01300 4.82602  C108 1.092
117 H 0.78855 -2.36145 4.12680  C109 1.092
118 H 1.27164 -2.88223 5.73490  C109 1.089
119 H 1.94075 -0.39628 4.78054  C110 1.087
120 H 3.06752 -1.28956 5.83019  C110 1.088
121 H 4.07497 -3.53120 2.56363  C114 1.087
122 H 2.50647 -2.80727 2.11267  C114 1.090

Output
Multiplicity: 1
E in hartree: -4169.64809
Total charge: +1
Maximum force in eV Å⁻¹: 1.06
HOMO level in eV: -11.013
LUMO energy in hartree: -0.1263
Orbital gap in eV: 7.58


Record 2
Here is a 4-piece molecular cluster, C34H68N6O12P overall at a distorted geometry from the Open Molecules 2025 dataset. Energies are from ωB97M-V/def2-TZVPD.

Last columns: bonded neighbours and bond lengths (Å).
Element x y z (Å)
1 C 2.49565 5.09820 -2.89250  C2 1.185, H27 1.053
2 C 1.85737 4.48201 -2.10654  C1 1.185, C3 1.452
3 C 1.10573 3.62228 -1.20940  C2 1.452, N4 1.462, H28 1.077, H29 1.076
4 N -0.22371 3.32376 -1.73868  C3 1.462, C5 1.458, C12 1.319
5 C -1.32158 4.09762 -1.17041  N4 1.458, C6 1.545, H30 1.073, H31 1.075
6 C -1.49013 5.45407 -1.88990  C5 1.545, C7 1.508, H32 1.076, H33 1.077
7 C -2.91933 5.86262 -2.14359  C6 1.508, O8 1.431, H34 1.081, H35 1.076
8 O -2.94388 6.99619 -3.01622  C7 1.431, C9 1.358
9 C -2.81996 6.66915 -4.32868  O8 1.358, C10 1.495, O11 1.194
10 C -4.10234 6.41484 -5.05468  C9 1.495, H36 1.075, H37 1.074, H38 1.079
11 O -1.76178 6.63338 -4.87971  C9 1.194
12 C -0.29453 2.43036 -2.70579  N4 1.319, N13 1.338, N21 1.358
13 N 0.79046 1.79220 -3.15859  C12 1.338, C14 1.311
14 C 0.38724 0.96136 -4.08964  N13 1.311, C15 1.487, N18 1.349
15 C 1.37580 0.11405 -4.80786  C14 1.487, C16 1.499, H39 1.079, H40 1.081
16 C 2.58556 0.97667 -5.00790  C15 1.499, C17 1.351, H41 1.076
17 C 2.66635 1.85497 -6.03100  C16 1.351, H42 1.078, H43 1.075
18 N -0.94946 1.00728 -4.26171  C14 1.349, P19 1.746, N21 1.410
19 P -1.86079 0.00128 -5.35933  N18 1.746, N20 1.546, H44 1.384, H45 1.401
20 N -2.39151 0.68712 -6.63896  P19 1.546, H46 1.011
21 N -1.39749 2.01143 -3.37859  C12 1.358, N18 1.410, N22 1.363
22 N -2.70612 2.37063 -3.25203  N21 1.363, C23 1.476, C24 1.435
23 C -3.26765 3.01096 -4.45709  N22 1.476, H47 1.072, H48 1.073, H49 1.076
24 C -3.46968 1.33346 -2.61982  N22 1.435, C25 1.491, O26 1.198
25 C -4.83870 1.00648 -3.11139  C24 1.491, H50 1.077, H51 1.075, H52 1.074
26 O -2.98612 0.78197 -1.67248  C24 1.198
27 H 2.98502 5.63308 -3.65653  C1 1.053
28 H 0.98637 4.17209 -0.29067  C3 1.077
29 H 1.65493 2.73195 -0.95825  C3 1.076
30 H -1.03842 4.32061 -0.15932  C5 1.073
31 H -2.23607 3.53580 -1.11261  C5 1.075
32 H -1.01596 6.21363 -1.29288  C6 1.076
33 H -0.92982 5.41560 -2.80869  C6 1.077
34 H -3.54226 5.06020 -2.51417  C7 1.081
35 H -3.34156 6.22999 -1.22437  C7 1.076
36 H -4.42471 7.32374 -5.52990  C10 1.075
37 H -3.90679 5.68283 -5.81641  C10 1.074
38 H -4.87655 6.06466 -4.39025  C10 1.079
39 H 1.03030 -0.21629 -5.77505  C15 1.079
40 H 1.63981 -0.70915 -4.15916  C15 1.081
41 H 3.39545 0.91337 -4.30251  C16 1.076
42 H 2.53745 1.55036 -7.05733  C17 1.078
43 H 2.82479 2.90665 -5.87627  C17 1.075
44 H -0.91568 -0.97170 -5.63565  P19 1.384
45 H -2.80677 -0.61178 -4.52759  P19 1.401
46 H -3.39660 0.59325 -6.69597  N20 1.011
47 H -3.93656 3.80262 -4.18328  C23 1.072
48 H -3.75973 2.32752 -5.12236  C23 1.073
49 H -2.45387 3.44484 -5.01088  C23 1.076
50 H -5.56917 1.70434 -2.73709  C25 1.077
51 H -4.90439 0.91542 -4.18044  C25 1.075
52 H -5.06277 0.03911 -2.70165  C25 1.074
53 C 1.87366 3.91727 6.17364  O54 1.411, H62 1.095, H63 1.090, H64 1.095
54 O 2.96378 3.41804 5.42887  C53 1.411, C55 1.415
55 C 2.66764 2.31857 4.58917  O54 1.415, C56 1.513, H65 1.095, H66 1.097
56 C 3.15113 2.51294 3.16907  C55 1.513, O57 1.424, H67 1.093, H68 1.090
57 O 2.52204 3.55786 2.43403  C56 1.424, C58 1.421
58 C 2.77531 4.90333 2.81563  O57 1.421, C59 1.514, H69 1.090, H70 1.094
59 C 4.19476 5.39955 2.64337  C58 1.514, O60 1.412, H71 1.098, H72 1.096
60 O 5.09662 4.78978 3.54199  C59 1.412, C61 1.412
61 C 6.31879 4.35365 2.98468  O60 1.412, H73 1.094, H74 1.090, H75 1.094
62 H 1.76420 3.37705 7.11940  C53 1.095
63 H 2.07429 4.96560 6.39371  C53 1.090
64 H 0.93681 3.86002 5.61060  C53 1.095
65 H 1.59314 2.11053 4.57470  C55 1.095
66 H 3.17373 1.43927 5.00674  C55 1.097
67 H 2.90845 1.59065 2.63436  C56 1.093
68 H 4.23610 2.61246 3.12511  C56 1.090
69 H 2.40923 5.10005 3.82371  C58 1.090
70 H 2.15147 5.50174 2.14461  C58 1.094
71 H 4.19494 6.47950 2.84289  C59 1.098
72 H 4.50954 5.24493 1.60529  C59 1.096
73 H 6.21086 4.07100 1.93342  C61 1.094
74 H 6.64547 3.47547 3.54230  C61 1.090
75 H 7.08684 5.12734 3.07590  C61 1.094
76 C 3.14861 -1.61948 6.27546  O77 1.414, H85 1.095, H86 1.090, H87 1.093
77 O 2.60580 -2.09241 5.05847  C76 1.414, C78 1.419
78 C 2.89963 -3.46006 4.82081  O77 1.419, C79 1.513, H88 1.093, H89 1.098
79 C 1.69733 -4.30384 4.45729  C78 1.513, O80 1.415, H90 1.093, H91 1.092
80 O 0.71810 -4.46926 5.46481  C79 1.415, C81 1.416
81 C -0.09636 -3.37141 5.83492  O80 1.416, C82 1.512, H92 1.092, H93 1.092
82 C -1.04463 -2.89831 4.75681  C81 1.512, O83 1.418, H94 1.098, H95 1.095
83 O -0.36904 -2.29295 3.66700  C82 1.418, C84 1.407
84 C -0.77706 -2.73294 2.39413  O83 1.407, H96 1.091, H97 1.092, H98 1.097
85 H 4.17772 -1.27583 6.12529  C76 1.095
86 H 2.54746 -0.77931 6.62411  C76 1.090
87 H 3.12612 -2.39384 7.04655  C76 1.093
88 H 3.38949 -3.89955 5.69403  C78 1.093
89 H 3.60178 -3.51225 3.97821  C78 1.098
90 H 2.08186 -5.30964 4.26887  C79 1.093
91 H 1.24395 -3.96935 3.52222  C79 1.092
92 H 0.49177 -2.54786 6.24415  C81 1.092
93 H -0.71298 -3.74344 6.65618  C81 1.092
94 H -1.72118 -2.15209 5.19317  C82 1.098
95 H -1.64629 -3.74879 4.41977  C82 1.095
96 H -1.12558 -3.76665 2.42128  C84 1.091
97 H 0.08801 -2.68531 1.72892  C84 1.092
98 H -1.56544 -2.08823 1.98743  C84 1.097
99 C 0.21778 -10.08544 -0.24141  O100 1.413, H108 1.094, H109 1.090, H110 1.093
100 O -0.63034 -9.20785 -0.95399  C99 1.413, C101 1.415
101 C -1.99920 -9.56704 -0.95812  O100 1.415, C102 1.513, H111 1.094, H112 1.098
102 C -2.91192 -8.42678 -0.56175  C101 1.513, O103 1.415, H113 1.093, H114 1.093
103 O -2.80650 -7.97896 0.77647  C102 1.415, C104 1.415
104 C -1.64471 -7.30212 1.21628  O103 1.415, C105 1.512, H115 1.091, H116 1.093
105 C -1.38552 -5.94520 0.60181  C104 1.512, O106 1.418, H117 1.097, H118 1.096
106 O -1.03238 -6.02591 -0.76960  C105 1.418, C107 1.403
107 C -1.67802 -5.10902 -1.61235  O106 1.403, H119 1.093, H120 1.093, H121 1.097
108 H 0.55686 -10.90711 -0.87994  C99 1.094
109 H 1.08768 -9.51513 0.08356  C99 1.090
110 H -0.27348 -10.49220 0.64679  C99 1.093
111 H -2.18325 -10.42052 -0.29959  C101 1.094
112 H -2.26605 -9.86579 -1.98031  C101 1.098
113 H -3.93387 -8.80419 -0.64916  C102 1.093
114 H -2.83124 -7.59499 -1.26562  C102 1.093
115 H -0.76253 -7.94022 1.14291  C104 1.091
116 H -1.81059 -7.13385 2.28319  C104 1.093
117 H -0.54073 -5.48800 1.13108  C105 1.097
118 H -2.26643 -5.31027 0.74782  C105 1.096
119 H -2.67124 -4.83961 -1.24277  C107 1.093
120 H -1.79470 -5.58032 -2.59174  C107 1.093
121 H -1.07865 -4.19763 -1.73214  C107 1.097

Output
Multiplicity: 1
E in hartree: -2908.39962
Total charge: +1
Maximum force in eV Å⁻¹: 1.90
HOMO level in eV: -10.483
LUMO energy in hartree: -0.1029
Orbital gap in eV: 7.68